1.
{"formula": "C4H14N3", "method": "ωB97M-V with the def2-TZVPD basis set", "smiles": "NCCNCC[NH3+]", "energy_ha": -324.82387, "gap_ev": 10.05, "total_charge": 1, "e_lumo_ha": -0.11292, "species": ["N", "C", "C", "N", "C", "C", "N", "H", "H", "H", "H", "H", "H", "H", "H", "H", "H", "H", "H", "H", "H"], "xyz": [[2.09792, 1.57406, -0.98132], [2.23752, 0.51784, 0.00424], [0.91188, 0.28005, 0.74321], [-0.20698, 0.44264, -0.17914], [-1.52246, 0.46483, 0.40092], [-2.09755, -0.99680, 0.46505], [-1.46207, -1.78017, -0.61472], [2.44750, 2.46499, -0.64258], [2.65599, 1.37378, -1.79436], [2.99650, 0.74475, 0.76759], [2.65190, -0.38069, -0.43643], [0.86841, -0.72548, 1.18642], [0.83469, 1.02504, 1.52581], [-0.04745, 1.08594, -0.93950], [-2.20073, 1.11481, -0.12439], [-1.49089, 0.88591, 1.41414], [-3.17260, -1.03511, 0.39668], [-1.77248, -1.42413, 1.39944], [-1.99669, -1.82845, -1.47040], [-0.54590, -1.07617, -0.77955], [-1.18651, -2.72764, -0.34113]], "lowdin_charge": [0.0020, -0.2531, -0.1899, -0.1226, -0.1733, -0.1278, 0.1232, 0.0884, 0.0773, 0.1186, 0.1102, 0.1245, 0.1172, 0.1162, 0.1217, 0.1297, 0.1252, 0.1202, 0.1530, 0.1770, 0.1621]}

2.
{"formula": "C3H5IrLiO3", "method": "ωB97M-V with the def2-TZVPD basis set", "energy_ha": -453.94696, "gap_ev": [9.34, 5.16], "s2": 8.76, "multiplicity": 6, "total_charge": 2, "e_lumo_ha": [-0.31152, -0.47332], "species": ["C", "C", "H", "H", "H", "H", "H", "O", "C", "O", "O", "Ir", "Li"], "xyz": [[2.43057, -0.75897, -1.51274], [3.03020, -1.58052, -0.54427], [2.13061, -1.21758, -2.45825], [2.58158, 0.31993, -1.42298], [3.17494, -2.62785, -0.82564], [3.83183, -1.14101, 0.05699], [1.51140, -1.44715, 0.25354], [-1.20912, 0.31414, -0.06792], [0.05023, 0.22426, 0.15703], [0.72435, 1.13154, 0.63501], [0.55152, -0.92227, -0.33464], [-1.55724, -1.49293, -0.78340], [-1.06826, 2.09788, 0.84653]], "lowdin_spin": [0.0375, 0.0904, 0.0014, 0.0007, 0.0038, 0.0030, -0.0025, 0.3822, 0.0426, 0.0531, 0.3331, 4.0340, 0.0208]}

3.
{"formula": "CHBrF2O", "method": "ωB97M-V with the def2-TZVPD basis set", "energy_ha": -2887.54106, "gap_ev": [8.11, 8.11], "e_lumo_ha": [-0.03035, -0.03030], "species": ["C", "O", "F", "F", "Br", "H"], "xyz": [[-0.69763, -0.12751, 0.24467], [0.95254, 0.49074, -1.01889], [-0.47900, 0.57087, 1.31442], [-1.71059, 0.28717, -0.44723], [2.45843, -0.01864, -0.37829], [-0.52374, -1.20263, 0.28531]], "lowdin_charge": [-0.2083, -0.8901, 0.1537, 0.1691, 0.6189, 0.1568]}

4.
{"formula": "C24H35HoN2O", "method": "ωB97M-V with the def2-TZVPD basis set", "energy_ha": -2067.83248, "gap_ev": [7.79, 7.97], "s2": 6.01, "multiplicity": 5, "total_charge": 2, "e_lumo_ha": [-0.24395, -0.23709], "species": ["C", "H", "H", "H", "C", "H", "H", "C", "H", "H", "H", "C", "C", "C", "C", "C", "C", "C", "C", "C", "C", "Ho", "H", "H", "H", "H", "H", "H", "H", "H", "H", "H", "H", "H", "H", "H", "H", "C", "N", "N", "C", "O", "C", "C", "C", "C", "C", "C", "C", "C", "C", "H", "H", "H", "H", "H", "H", "H", "H", "H", "H", "H", "H"], "xyz": [[-2.15135, -1.92273, -1.30305], [-2.80533, -2.79336, -1.15320], [-2.81066, -1.04657, -1.41353], [-1.58461, -1.83138, -0.33455], [-1.28384, -2.19309, -2.52663], [-0.63226, -1.33516, -2.75138], [-0.60720, -3.03001, -2.30781], [-2.10374, -2.55980, -3.77002], [-1.44870, -2.73671, -4.62839], [-2.67810, -3.47590, -3.59502], [-2.81288, -1.77288, -4.04992], [0.96238, 1.99716, 0.64782], [0.93309, 2.00267, -0.78346], [-0.44145, 1.97985, -1.19793], [-1.25912, 1.92963, -0.01601], [-0.38683, 1.92937, 1.12492], [-0.80734, 2.00834, 2.53988], [-2.74033, 2.01299, 0.02108], [-0.93420, 2.04758, -2.59679], [2.11819, 2.01957, -1.66677], [2.19158, 2.10516, 1.48927], [0.06577, -0.09987, -0.09025], [-3.13911, 1.72957, 1.00271], [-3.06928, 3.04447, -0.18324], [-3.21575, 1.36159, -0.72321], [-1.84619, 1.69077, 2.66187], [-0.18097, 1.36935, 3.17786], [-0.72489, 3.03983, 2.91909], [3.04749, 1.60141, 1.02900], [2.47884, 3.15596, 1.64396], [2.05934, 1.65864, 2.47900], [1.86878, 1.67774, -2.67538], [2.53000, 3.03696, -1.75200], [2.91641, 1.37200, -1.27495], [-1.79839, 1.39243, -2.77134], [-1.24810, 3.07456, -2.83988], [-0.15775, 1.76128, -3.31737], [2.71814, -4.67415, 3.86789], [1.98745, -3.83614, 2.93912], [2.35574, -2.57798, 2.59405], [1.42300, -2.08215, 1.74322], [1.62215, -0.94889, 1.13365], [0.39647, -3.05427, 1.62866], [0.81290, -4.14140, 2.37542], [0.15538, -5.45275, 2.55886], [3.51407, -1.93066, 3.13755], [4.75321, -2.57881, 3.06109], [5.88611, -1.93420, 3.56451], [5.77866, -0.65330, 4.11387], [4.53400, -0.01217, 4.17493], [3.38621, -0.65228, 3.69780], [3.60495, -4.18132, 4.26451], [3.03913, -5.59152, 3.35776], [2.07569, -4.93950, 4.71629], [-0.51353, -2.93731, 1.05431], [0.78024, -6.28366, 2.20525], [-0.10861, -5.64510, 3.60711], [-0.77490, -5.46897, 1.97642], [4.81607, -3.58861, 2.64316], [6.84836, -2.44894, 3.51306], [6.67249, -0.14149, 4.48110], [4.44874, 0.99130, 4.59943], [2.39138, -0.19996, 3.79448]], "lowdin_spin": [-0.0019, -0.0002, 0.0001, -0.0010, -0.0004, -0.0002, 0.0000, -0.0001, 0.0000, 0.0000, 0.0000, -0.0049, -0.0090, -0.0057, -0.0087, -0.0076, -0.0006, -0.0008, 0.0003, -0.0009, 0.0003, 4.0501, 0.0000, -0.0005, -0.0001, 0.0000, -0.0001, -0.0004, 0.0000, 0.0000, 0.0000, 0.0000, -0.0005, -0.0001, 0.0000, 0.0000, 0.0000, 0.0000, -0.0002, -0.0002, 0.0003, -0.0071, 0.0003, 0.0001, 0.0000, 0.0000, 0.0000, 0.0000, 0.0000, 0.0000, 0.0000, 0.0000, 0.0000, 0.0000, 0.0000, 0.0000, 0.0000, 0.0000, 0.0000, 0.0000, 0.0000, 0.0000, 0.0000]}

5.
{"formula": "C24H29N3O6S", "method": "ωB97M-V with the def2-TZVPD basis set", "smiles": "CCOc1cc2[nH]c(=S)n(Cc3ccc(C(=O)NCC(OC)OC)cc3)c(=O)c2cc1OCC", "energy_ha": -1945.87452, "gap_ev": 8.34, "e_lumo_ha": 0.01183, "species": ["C", "C", "O", "C", "C", "C", "N", "C", "S", "N", "C", "C", "C", "C", "C", "C", "O", "N", "C", "C", "O", "C", "O", "C", "C", "C", "C", "O", "C", "C", "C", "O", "C", "C", "H", "H", "H", "H", "H", "H", "H", "H", "H", "H", "H", "H", "H", "H", "H", "H", "H", "H", "H", "H", "H", "H", "H", "H", "H", "H", "H", "H", "H"], "xyz": [[5.19311, -0.44767, -6.24961], [5.58969, 0.31588, -4.99197], [4.46319, 0.83189, -4.29792], [3.53808, 0.03984, -3.71308], [2.32408, 0.67765, -3.48146], [1.26954, 0.03003, -2.85522], [0.06482, 0.64400, -2.62100], [-0.98983, 0.03900, -2.01349], [-2.38432, 0.89270, -1.81203], [-0.83595, -1.25984, -1.61825], [-1.94736, -1.90078, -0.92466], [-2.05430, -1.41021, 0.49561], [-0.96336, -1.52358, 1.34986], [-1.04368, -1.05965, 2.64753], [-2.21044, -0.45985, 3.11188], [-2.23424, 0.02525, 4.52188], [-1.59570, -0.50612, 5.40935], [-3.05839, 1.08227, 4.74422], [-3.04472, 1.78811, 5.99880], [-2.77077, 3.27957, 5.75028], [-3.71698, 3.83393, 4.85414], [-4.93357, 4.22790, 5.43603], [-1.50976, 3.38078, 5.18548], [-1.05158, 4.70512, 5.00702], [-3.30726, -0.36269, 2.26201], [-3.22711, -0.83613, 0.96550], [0.32523, -2.01005, -1.81162], [0.38304, -3.16972, -1.45642], [1.42182, -1.29972, -2.46043], [2.63872, -1.94447, -2.68078], [3.70511, -1.30576, -3.28383], [4.92997, -1.88163, -3.46588], [5.11979, -3.25404, -3.17098], [4.51078, -4.17697, -4.22124], [6.08607, -0.73375, -6.79796], [4.57101, 0.17671, -6.88688], [4.63760, -1.34533, -5.99142], [6.15376, 1.21381, -5.25952], [6.20162, -0.30871, -4.33754], [2.22711, 1.70214, -3.80412], [-0.07691, 1.60497, -2.90295], [-1.73847, -2.97424, -0.94089], [-2.86830, -1.69047, -1.47311], [-0.05362, -1.98695, 0.99633], [-0.20666, -1.15172, 3.32284], [-3.39736, 1.61874, 3.95906], [-4.00497, 1.67391, 6.51527], [-2.24983, 1.36119, 6.61496], [-2.82020, 3.83649, 6.71221], [-5.49480, 4.72846, 4.64948], [-4.76793, 4.92344, 6.26757], [-5.50835, 3.37013, 5.80102], [-0.05276, 4.62125, 4.58598], [-1.00646, 5.23243, 5.96756], [-1.69914, 5.25730, 4.32126], [-4.23539, 0.06391, 2.61304], [-4.07969, -0.74986, 0.30865], [2.70648, -2.96392, -2.33796], [4.73947, -3.49039, -2.17105], [6.20723, -3.37006, -3.16113], [4.93614, -3.96067, -5.19856], [3.43239, -4.05076, -4.27644], [4.72910, -5.20966, -3.96504]], "lowdin_charge": [-0.0518, -0.2235, -0.0221, -0.1772, 0.0780, -0.1775, 0.0850, -0.7636, 0.7107, 0.0089, -0.1249, -0.2212, -0.0080, -0.0009, -0.1316, -0.4453, 0.0706, 0.0854, -0.0892, -0.4081, -0.1367, -0.0907, -0.1055, -0.0741, -0.0197, -0.0570, -0.3631, 0.0862, -0.0638, 0.0650, -0.1757, -0.0807, -0.2283, -0.0563, 0.0799, 0.0815, 0.0639, 0.1252, 0.1144, 0.1317, 0.1352, 0.1316, 0.1023, 0.1140, 0.1194, 0.1334, 0.1237, 0.1314, 0.1601, 0.0930, 0.0927, 0.0874, 0.0917, 0.0922, 0.0894, 0.1124, 0.1055, 0.1191, 0.1204, 0.1270, 0.0764, 0.0720, 0.0801]}

6.
{"formula": "C23H30IN4O9S2V", "method": "ωB97M-V with the def2-TZVPD basis set", "energy_ha": -3828.86426, "gap_ev": [4.76, 7.43], "s2": 3.76, "multiplicity": 4, "total_charge": -1, "e_lumo_ha": [0.06729, 0.06751], "species": ["V", "C", "C", "N", "C", "C", "S", "C", "C", "N", "H", "H", "H", "H", "H", "H", "H", "H", "H", "H", "H", "H", "H", "H", "O", "C", "O", "C", "C", "C", "C", "C", "O", "C", "C", "O", "O", "H", "H", "H", "H", "H", "H", "H", "H", "O", "C", "N", "S", "O", "O", "C", "C", "C", "C", "C", "C", "H", "H", "H", "H", "N", "C", "O", "C", "I", "H", "H", "H", "H"], "xyz": [[0.24306, 0.15074, 0.60356], [-0.96827, -3.08890, 0.50923], [-0.72309, -3.01567, -1.01815], [0.59820, -2.84749, -1.55501], [1.53114, -3.95489, -1.49732], [2.00920, -4.39879, -0.11041], [2.61994, -3.09588, 1.00337], [1.52960, -3.29996, 2.42018], [0.23260, -2.44477, 2.55271], [-0.40302, -1.99510, 1.30192], [-2.05689, -2.95654, 0.53342], [-0.70069, -4.08430, 0.92054], [-1.25599, -3.89407, -1.45901], [-1.27754, -2.11742, -1.30097], [0.52840, -2.39571, -2.48883], [1.11345, -4.85237, -2.01223], [2.42477, -3.64988, -2.05637], [1.30939, -5.03037, 0.44019], [2.87938, -5.03570, -0.29249], [1.32751, -4.36720, 2.55866], [2.14395, -3.07321, 3.30039], [-0.53184, -3.03664, 3.06679], [0.52121, -1.57720, 3.17707], [-1.21695, -1.44844, 1.67176], [-1.81163, 1.16258, 3.95354], [-1.21012, 1.39829, 2.90637], [-1.33185, 0.70066, 1.79231], [-0.35323, 2.65400, 2.73379], [-0.44390, 3.23273, 1.30661], [0.19261, 4.63770, 1.32203], [1.66754, 4.31526, 1.48482], [1.74482, 2.78397, 1.55759], [0.60825, 2.34919, 0.66998], [1.19362, 2.31576, 2.89451], [1.63286, 0.82373, 3.13195], [2.15698, 0.42519, 4.16671], [1.48829, 0.05702, 2.09144], [-0.71988, 3.33417, 3.50034], [-1.43229, 3.25447, 0.79878], [-0.06719, 5.14048, 0.40374], [-0.16874, 5.27414, 2.15307], [2.28775, 4.74014, 0.66044], [2.12220, 4.74356, 2.40797], [2.69299, 2.36586, 1.25827], [1.64295, 2.92637, 3.68225], [-2.79492, -0.73515, 0.22209], [-2.52702, 0.04368, -0.70390], [-1.25812, 0.71148, -0.80938], [-1.15270, 1.39592, -2.35251], [-1.02841, 2.81925, -2.27384], [-0.28278, 0.60086, -3.21841], [-2.78303, 1.03125, -2.84966], [-3.47878, 1.47159, -3.97922], [-4.79238, 1.11423, -4.15645], [-5.47851, 0.43648, -3.12580], [-4.79585, 0.03461, -1.99186], [-3.41660, 0.37915, -1.81231], [-2.91331, 2.10750, -4.71138], [-5.33490, 1.39077, -5.04923], [-6.51629, 0.15949, -3.31495], [-5.26164, -0.50233, -1.16583], [2.36976, 0.21337, -2.60007], [2.80009, 0.40820, -1.34574], [1.92323, 0.34914, -0.38880], [4.20447, 0.47407, -0.98375], [5.13526, 2.41396, -0.62415], [1.37133, 0.23879, -2.71875], [2.97210, 0.34067, -3.37445], [4.86948, 0.06922, -1.75043], [4.39997, -0.09173, -0.06671]], "lowdin_spin": [2.6133, 0.0036, 0.0034, 0.0069, 0.0007, 0.0003, 0.0030, 0.0006, 0.0023, 0.0119, 0.0000, 0.0001, 0.0001, 0.0019, 0.0003, 0.0003, 0.0001, 0.0000, 0.0000, 0.0000, 0.0001, -0.0003, 0.0001, 0.0030, 0.0010, 0.0046, 0.0263, 0.0012, 0.0021, 0.0000, 0.0001, 0.0026, 0.0071, 0.0016, 0.0097, 0.0088, 0.0316, 0.0002, 0.0001, 0.0000, 0.0000, 0.0001, 0.0000, 0.0003, 0.0002, 0.0138, 0.0137, 0.0217, 0.0051, 0.0007, 0.0018, 0.0023, 0.0002, 0.0020, 0.0000, 0.0020, 0.0009, 0.0000, 0.0002, 0.0000, 0.0001, 0.0507, 0.0734, 0.0057, 0.0110, 0.0387, 0.0027, 0.0028, -0.0004, 0.0017]}

7.
{"formula": "C3H5N2O2", "method": "ωB97M-V with the def2-TZVPD basis set", "smiles": "O=C[NH2+]CC1=NO1", "energy_ha": -376.84392, "gap_ev": 8.70, "total_charge": 1, "e_lumo_ha": -0.19430, "species": ["O", "C", "N", "C", "C", "N", "O", "H", "H", "H", "H", "H"], "xyz": [[-0.79723, 2.03928, 0.58608], [-1.10216, 1.35105, -0.29245], [-0.97667, -0.23823, -0.22353], [0.23473, -0.74176, 0.52062], [1.53264, -0.31831, -0.08961], [2.21595, 0.04432, -1.06861], [2.75876, -0.47295, 0.34757], [-1.42968, 1.58913, -1.33243], [-1.04156, -0.41023, -1.22307], [-1.63247, -0.56341, 0.49979], [0.12658, -1.87682, 0.71396], [0.11111, -0.40206, 1.56168]], "lowdin_charge": [0.2298, -0.1337, 0.1173, -0.0199, -0.4562, 0.2890, 0.0808, 0.1759, 0.1767, 0.1897, 0.1937, 0.1569]}

8.
{"formula": "C5H6N", "method": "ωB97M-V with the def2-TZVPD basis set", "energy_ha": -248.33582, "gap_ev": [7.88, 7.40], "total_charge": 1, "e_lumo_ha": [-0.29165, -0.28811], "species": ["C", "C", "C", "C", "C", "N", "H", "H", "H", "H", "H", "H"], "xyz": [[2.19585, 2.01020, -0.30163], [3.28456, 2.14014, -0.88330], [0.23455, -0.03049, -1.56755], [0.43334, 0.21700, -0.18619], [-0.55174, -0.36184, 0.76882], [1.15962, 1.23505, 0.22937], [0.75408, 0.36533, -2.40747], [-0.52467, -0.74915, -1.66370], [-0.78142, 0.13932, 1.73356], [-0.29318, -1.34393, 0.97982], [-1.41243, -0.38953, 0.09453], [1.00503, 1.43907, 1.19387]], "lowdin_charge": [-0.0945, 0.2512, 0.2814, -0.2589, 0.0249, 0.1234, 0.1038, 0.0851, 0.1285, 0.0882, 0.1067, 0.1604]}